Entry 1:
This record from the OMol25 dataset describes a molecular structure, C3H10N3S at a distorted geometry. The level of theory is wB97M-V/def2-TZVPD.

Results
Kohn-Sham gap: 9.393 eV
Charge: +1
Energy relative to the best compared isomer or geometry (same formula, charge and spin): 58.4 kcal/mol
LUMO level: -0.1051 hartree
M: 120.2 g/mol
Electronic energy: -682.44740 Eh

Each line ends with the natural charge from an NBO analysis.
CARTESIAN COORDINATES (ANGSTROEM)
1 C 0.47 0.29 -0.12  -0.04
2 C 0.04 -1.14 -0.48  -0.27
3 H -1.83 2.92 1.12  0.43
4 N -0.11 -1.88 0.85  -0.73
5 H 1.26 0.28 0.72  0.23
6 S -1.55 0.17 2.18  0.00
7 H -0.80 -2.56 0.82  0.42
8 N -1.06 2.31 0.63  -0.76
9 H 0.83 -1.62 -1.10  0.24
10 H -0.62 2.58 -0.24  0.43
11 N 0.62 1.18 -1.13  -0.86
12 H 1.58 1.60 -1.49  0.44
13 H 0.01 0.89 -1.80  0.38
14 H -0.70 -1.06 1.38  0.35
15 H 0.74 -2.18 1.24  0.42
16 C -0.92 1.08 1.03  0.07
17 H -1.08 -1.08 -0.94  0.24

Entry 2:
This record from the OMol25 dataset describes 2 unconnected molecules or ions with the total composition C4H13N3 at a distorted geometry. The level of theory is wB97M-V/def2-TZVPD.

Results
Kohn-Sham gap: 8.929 eV
Structure (SMILES): NC(N)N.C=CC
Energy relative to the best compared isomer or geometry (same formula, charge and spin): 57.5 kcal/mol
LUMO level: 0.0364 hartree
M: 103.2 g/mol
Electronic energy: -324.38333 Eh

Each line ends with the natural charge from an NBO analysis.
CARTESIAN COORDINATES (ANGSTROEM)
1 H -0.27 0.76 3.15  0.36
2 C 0.96 -1.47 -1.02  -0.54
3 H -0.58 0.30 -2.37  0.21
4 H -1.61 -1.49 1.26  0.37
5 H -2.23 0.66 0.19  0.36
6 H 1.77 -2.06 -0.63  0.22
7 N 0.25 0.82 2.27  -0.85
8 H 0.22 1.77 -1.78  0.21
9 H 0.99 0.76 -3.01  0.23
10 H -0.16 -1.60 0.35  0.37
11 H 0.30 -1.96 -1.72  0.20
12 H 0.27 0.33 0.20  0.15
13 C 0.38 0.73 -2.11  -0.63
14 H 1.11 0.31 2.40  0.37
15 H 2.01 0.34 -0.71  0.22
16 H -1.56 1.93 1.02  0.38
17 C 1.06 -0.08 -1.03  -0.23
18 C -0.53 0.20 1.23  0.32
19 N -0.64 -1.19 1.28  -0.85
20 N -1.74 0.94 1.03  -0.85

Entry 3:
This record from the OMol25 dataset describes a gas-phase ion, C7H16N3O3 (charge +1) at a distorted geometry. The level of theory is wB97M-V/def2-TZVPD.

Results
Kohn-Sham gap (spin up / spin down): 9.303 / 6.147 eV
Charge: +1
Energy relative to the best compared isomer or geometry (same formula, charge and spin): 42.0 kcal/mol
Multiplicity: 3
LUMO level (spin up / spin down): -0.0936 / -0.2622 hartree
M: 190.2 g/mol
Electronic energy: -665.74623 Eh

Each line ends with the natural charge from an NBO analysis.
CARTESIAN COORDINATES (ANGSTROEM)
1 C 2.49 1.70 -0.01  -0.08
2 C 0.95 1.75 0.07  -0.27
3 N -1.70 -0.77 -0.07  -0.46
4 H 2.90 1.56 0.98  0.18
5 C -3.14 -0.85 -0.46  -0.43
6 H -1.47 0.62 1.59  0.25
7 H 0.62 -1.56 1.00  0.26
8 H 1.98 -0.52 1.21  0.25
9 H -3.45 -1.86 -0.22  0.23
10 H -1.51 -1.46 -2.01  0.23
11 H 2.89 2.72 -0.23  0.20
12 H 3.89 0.66 -0.91  0.50
13 O -2.73 1.65 -1.01  -0.14
14 C 0.85 -0.50 1.14  -0.44
15 H -3.26 -0.58 -1.56  0.22
16 H 0.72 2.42 -0.77  0.26
17 O -2.03 2.68 0.71  -0.17
18 H -3.79 -0.32 0.22  0.23
19 H -0.06 0.60 -1.85  0.21
20 H 0.67 2.27 1.08  0.26
21 H 1.20 -0.61 -1.79  0.29
22 H -0.50 -2.24 -0.87  0.21
23 N 0.30 0.45 0.09  -0.26
24 C -1.23 0.53 0.39  0.24
25 O 2.97 0.77 -0.97  -0.73
26 C -0.89 -1.29 -1.08  -0.24
27 C 0.25 -0.23 -1.28  -0.22
28 H 0.54 -0.22 2.15  0.24
29 N -2.03 1.73 -0.05  0.18

Entry 4:
This record from the OMol25 dataset describes a molecular structure, C20H12ClN3O10Zn at a distorted geometry. The level of theory is wB97M-V/def2-TZVPD.

Results
Kohn-Sham gap: 6.399 eV
Energy relative to the best compared isomer or geometry (same formula, charge and spin): 16.6 kcal/mol
LUMO level: -0.0636 hartree
M: 555.2 g/mol
Electronic energy: -3925.28127 Eh

Each line ends with the natural charge from an NBO analysis.
CARTESIAN COORDINATES (ANGSTROEM)
1 C 2.11 1.89 -0.71  -0.12
2 H -1.48 3.71 2.13  0.25
3 H -2.70 0.63 -2.57  0.23
4 H -5.78 -2.73 -3.84  0.16
5 O -0.59 4.90 -1.37  -0.35
6 H -0.08 0.28 4.28  0.23
7 C 3.08 1.49 -1.65  -0.11
8 O -0.52 -3.52 0.78  -0.64
9 C 3.79 0.34 -1.42  -0.24
10 C -3.33 -1.41 -2.78  0.24
11 C -2.34 -3.07 -1.33  -0.23
12 N -0.38 4.62 -0.21  0.51
13 C -1.72 -0.73 -1.20  -0.18
14 C -2.60 -0.39 -2.23  -0.28
15 Cl 3.27 -2.25 3.51  2.54
16 O 4.00 -1.07 3.79  -0.81
17 C 3.52 -0.41 -0.27  0.11
18 H -2.25 -4.09 -0.98  0.25
19 H 3.24 2.09 -2.53  0.23
20 C 1.30 3.05 -0.87  -0.15
21 C -0.05 0.95 3.43  0.10
22 O -4.24 -1.35 -3.80  -0.48
23 C -3.20 -2.72 -2.34  0.28
24 Zn 1.55 -1.26 1.91  1.71
25 C 0.96 1.46 1.42  0.17
26 H -1.12 0.03 -0.73  0.22
27 O -0.67 5.32 0.75  -0.37
28 N 2.63 -0.04 0.62  -0.57
29 H 1.44 3.67 -1.75  0.25
30 O 3.29 -2.50 2.07  -0.92
31 O 0.15 -1.39 0.71  -0.98
32 O 3.72 -3.37 4.22  -0.77
33 C -0.82 2.87 2.23  -0.11
34 N 0.84 0.66 2.50  -0.53
35 H 4.54 -0.01 -2.12  0.24
36 C -4.70 -2.69 -4.00  0.24
37 H 4.04 -1.34 -0.06  0.23
38 C -1.58 -2.04 -0.76  -0.17
39 C 1.93 1.09 0.43  0.27
40 C -0.91 2.04 3.32  -0.24
41 O 1.84 -1.99 3.80  -0.93
42 C 0.16 2.61 1.25  -0.11
43 H -1.64 2.23 4.09  0.24
44 C -0.59 -2.40 0.32  0.78
45 H -4.46 -3.01 -5.02  0.16
46 O -4.04 -3.53 -3.06  -0.49
47 C 0.38 3.39 0.05  0.12

Which formula does entry 2 have? C4H13N3

Copy entry 1 word for word.
This record from the OMol25 dataset describes a molecular structure, C3H10N3S at a distorted geometry. The level of theory is wB97M-V/def2-TZVPD.

Results
Kohn-Sham gap: 9.393 eV
Charge: +1
Energy relative to the best compared isomer or geometry (same formula, charge and spin): 58.4 kcal/mol
LUMO level: -0.1051 hartree
M: 120.2 g/mol
Electronic energy: -682.44740 Eh

Each line ends with the natural charge from an NBO analysis.
CARTESIAN COORDINATES (ANGSTROEM)
1 C 0.47 0.29 -0.12  -0.04
2 C 0.04 -1.14 -0.48  -0.27
3 H -1.83 2.92 1.12  0.43
4 N -0.11 -1.88 0.85  -0.73
5 H 1.26 0.28 0.72  0.23
6 S -1.55 0.17 2.18  0.00
7 H -0.80 -2.56 0.82  0.42
8 N -1.06 2.31 0.63  -0.76
9 H 0.83 -1.62 -1.10  0.24
10 H -0.62 2.58 -0.24  0.43
11 N 0.62 1.18 -1.13  -0.86
12 H 1.58 1.60 -1.49  0.44
13 H 0.01 0.89 -1.80  0.38
14 H -0.70 -1.06 1.38  0.35
15 H 0.74 -2.18 1.24  0.42
16 C -0.92 1.08 1.03  0.07
17 H -1.08 -1.08 -0.94  0.24

The lowest electronic energy belongs to which entry? C20H12ClN3O10Zn